29
Properties=species:S:1:pos:R:3 method="wB97M-V/def2-TZVPD" gap_ha=0.3078 smiles="O=S(=O)(F)c1cccc2nccnc12.O=C1OCCO1" molar_mass_g_mol=300.27 fmax_ev_per_a=4.02 spin_multiplicity=1
H -2.701 3.653 2.770
C -2.559 0.675 -0.724
C -0.463 1.552 0.501
C 0.335 0.684 -0.441
H 3.087 -1.570 1.523
H 4.222 -0.703 0.466
C -0.618 3.037 2.169
H -2.185 -0.764 -2.431
C -1.926 1.525 0.351
C -2.107 3.015 2.071
H 1.453 0.696 -0.343
N -2.778 2.257 1.168
O -4.611 0.882 -2.425
C -1.741 -0.137 -1.617
C 2.264 -2.747 -0.871
H 0.403 -0.790 -2.112
C 4.232 -2.855 0.199
H 4.631 -3.356 1.080
C 3.550 -1.559 0.532
F -5.195 1.673 -0.153
H 5.034 -2.731 -0.533
O -4.860 -0.739 -0.641
O 2.524 -1.477 -0.454
H -0.168 3.725 2.939
C -0.248 -0.156 -1.466
N 0.253 2.308 1.423
O 3.186 -3.622 -0.391
S -4.363 0.574 -1.020
O 1.348 -3.051 -1.569